{
  "formula": "C45H93ClF8N13O16S8",
  "method": "wB97M-V/def2-TZVPD",
  "symbols": ["C", "C", "C", "C", "N", "C", "C", "C", "C", "C", "H", "H", "H", "H", "H", "H", "H", "H", "H", "H", "H", "H", "H", "H", "H", "H", "H", "H", "H", "H", "C", "C", "C", "C", "N", "C", "C", "C", "C", "C", "H", "H", "H", "H", "H", "H", "H", "H", "H", "H", "H", "H", "H", "H", "H", "H", "H", "H", "H", "H", "C", "C", "C", "C", "N", "C", "C", "C", "C", "C", "H", "H", "H", "H", "H", "H", "H", "H", "H", "H", "H", "H", "H", "H", "H", "H", "H", "H", "H", "H", "C", "C", "N", "C", "C", "N", "C", "C", "H", "H", "H", "H", "H", "H", "H", "H", "H", "H", "H", "C", "C", "N", "C", "C", "N", "C", "C", "H", "H", "H", "H", "H", "H", "H", "H", "H", "H", "H", "C", "C", "N", "C", "C", "N", "C", "C", "H", "H", "H", "H", "H", "H", "H", "H", "H", "H", "H", "Cl", "N", "S", "O", "O", "F", "S", "O", "O", "F", "N", "S", "O", "O", "F", "S", "O", "O", "F", "N", "S", "O", "O", "F", "S", "O", "O", "F", "N", "S", "O", "O", "F", "S", "O", "O", "F"],
  "positions_angstrom": [[1.37492, -4.17156, -5.64380], [2.41172, -3.12203, -5.29774], [2.12583, -1.76040, -6.03436], [2.01377, -1.74528, -7.62452], [1.71747, -0.34681, -8.19617], [2.90620, 0.60691, -8.13124], [3.12558, 1.24184, -9.54285], [2.59084, 0.10854, -10.39066], [1.28224, -0.42715, -9.69537], [0.49780, 0.34576, -7.48038], [1.69004, -5.09772, -5.16314], [1.22529, -4.40719, -6.69746], [0.53374, -3.83024, -5.04045], [3.38458, -3.39863, -5.70412], [2.48011, -2.92470, -4.22794], [2.93856, -1.06010, -5.84164], [1.19161, -1.38680, -5.61514], [1.27625, -2.43010, -8.04308], [2.92632, -2.07734, -8.11960], [2.72283, 1.44830, -7.46300], [3.75042, 0.09507, -7.66928], [2.70565, 2.24175, -9.65210], [4.19301, 1.21980, -9.76241], [2.32810, 0.44333, -11.39414], [3.21858, -0.78107, -10.44204], [0.59400, 0.40739, -9.82936], [0.92436, -1.39727, -10.04016], [0.14537, 1.21449, -8.03643], [0.75360, 0.66733, -6.47079], [-0.25798, -0.42119, -7.64977], [0.11547, 0.25061, -3.49145], [-0.16216, 1.64047, -3.00054], [-1.54922, 2.11045, -2.55811], [-1.78138, 3.57920, -1.94864], [-3.18477, 3.91340, -1.45550], [-3.23130, 5.21503, -0.67126], [-4.44801, 5.07206, 0.28389], [-4.90424, 3.63646, 0.27722], [-3.63837, 2.98168, -0.32082], [-4.18935, 4.05300, -2.65855], [-0.62267, 0.07435, -4.27386], [-0.02997, -0.58089, -2.80184], [1.07510, 0.31679, -4.00412], [0.05110, 2.26135, -3.87067], [0.66760, 1.88002, -2.33556], [-1.91581, 1.36838, -1.84885], [-2.17815, 2.01318, -3.44302], [-1.46099, 4.34423, -2.65587], [-1.10014, 3.72211, -1.10984], [-3.21566, 6.10107, -1.30592], [-2.28050, 5.24933, -0.13937], [-5.34056, 5.59398, -0.06117], [-4.19160, 5.42712, 1.28203], [-5.86305, 3.39627, -0.18223], [-5.01844, 3.33725, 1.31911], [-3.99755, 2.13577, -0.90694], [-2.75977, 2.94387, 0.32318], [-5.11214, 4.49169, -2.27894], [-4.35913, 3.02764, -2.98704], [-3.65510, 4.77983, -3.27044], [-2.31489, -4.65414, 1.29768], [-2.67188, -4.06145, 2.66963], [-4.12546, -4.18528, 3.26841], [-4.42310, -3.40600, 4.56124], [-5.82838, -3.65614, 5.12178], [-6.06752, -2.85779, 6.40220], [-6.08809, -3.89298, 7.59264], [-6.74060, -5.06754, 6.94614], [-6.01182, -5.06971, 5.63744], [-6.93013, -3.12143, 4.13766], [-2.29071, -5.74119, 1.22125], [-1.36439, -4.22815, 0.97648], [-3.11180, -4.26046, 0.66677], [-2.40617, -3.00513, 2.62852], [-2.00813, -4.41332, 3.45939], [-4.38313, -5.23692, 3.39396], [-4.81406, -3.73553, 2.55310], [-4.35222, -2.32852, 4.41246], [-3.61104, -3.69623, 5.22788], [-7.03296, -2.35230, 6.37991], [-5.21971, -2.21768, 6.64631], [-6.63136, -3.60718, 8.49335], [-5.08880, -4.12863, 7.95866], [-7.79047, -5.01682, 6.65753], [-6.60481, -5.99149, 7.50825], [-6.50389, -5.65767, 4.86266], [-5.01734, -5.51102, 5.70346], [-6.88961, -3.60730, 3.16278], [-6.73576, -2.05679, 4.00779], [-7.88982, -3.37098, 4.59022], [3.83584, -0.67286, -2.58783], [3.57526, -1.39857, -1.25465], [2.37286, -0.85472, -0.52351], [2.34054, 0.40607, 0.01896], [1.07329, 0.60496, 0.48941], [0.31888, -0.54983, 0.38574], [1.16622, -1.46248, -0.21614], [-1.12221, -0.69553, 0.70629], [4.05934, 0.34726, -2.27558], [2.91786, -0.71226, -3.17422], [4.70330, -0.97157, -3.17638], [4.39461, -1.29675, -0.54303], [3.46676, -2.46985, -1.42401], [3.19656, 1.05936, -0.06376], [0.60643, 1.51826, 0.82753], [0.83958, -2.44468, -0.52434], [-1.07257, -1.15882, 1.69169], [-1.52200, -1.50026, 0.08930], [-1.62955, 0.26913, 0.71802], [-4.89653, 1.61639, 6.18526], [-4.14208, 0.76964, 5.10805], [-3.20231, -0.03641, 5.68454], [-2.02021, -0.54334, 5.11239], [-1.50080, -1.50720, 5.92731], [-2.26643, -1.48609, 7.06092], [-3.31606, -0.65348, 6.93125], [-2.17428, -2.42319, 8.13849], [-4.16845, 2.24227, 6.70128], [-5.46170, 0.99702, 6.88172], [-5.70826, 2.20247, 5.75432], [-3.51993, 1.39955, 4.47226], [-4.90597, 0.24660, 4.53272], [-1.76136, -0.20681, 4.11934], [-0.61202, -2.10556, 5.79155], [-4.10125, -0.47002, 7.64972], [-1.46274, -3.22896, 7.95810], [-3.15693, -2.83797, 8.36312], [-1.87847, -1.82025, 8.99701], [4.38889, 6.10271, 1.52870], [4.60647, 4.72812, 0.85641], [4.00487, 4.54406, -0.48926], [4.38025, 3.58538, -1.41249], [3.61526, 3.72397, -2.54851], [2.65851, 4.73540, -2.28748], [2.89635, 5.25614, -1.04477], [1.66669, 5.18664, -3.18493], [3.31326, 6.22704, 1.65384], [4.79110, 6.93403, 0.94971], [4.74797, 6.18972, 2.55417], [4.08489, 3.93982, 1.39922], [5.67215, 4.50467, 0.90628], [5.13582, 2.84229, -1.20432], [3.62960, 3.14172, -3.45801], [2.41332, 6.10704, -0.58755], [0.78316, 5.44466, -2.60106], [1.48598, 4.46966, -3.98580], [2.10258, 5.99352, -3.77404], [-1.07770, -3.71553, -2.07395], [8.02831, -4.69310, -2.31875], [7.29501, -6.10402, -2.92865], [6.60990, -5.94159, -4.22874], [6.80292, -7.04548, -1.93790], [8.65868, -6.86782, -3.33384], [6.83620, -3.87871, -2.46399], [5.50461, -4.37671, -2.01175], [6.78063, -2.96309, -3.61152], [7.13767, -2.80310, -1.26801], [5.30995, 0.99082, 0.70515], [5.38166, 0.91514, 2.40920], [5.89640, 2.15027, 2.97811], [5.87941, -0.34935, 2.99216], [3.80505, 1.01438, 2.80638], [6.71990, 0.58352, 0.48393], [7.19716, -0.78151, 0.55672], [7.70923, 1.58939, 0.83365], [6.75837, 0.81480, -1.13090], [1.75894, -2.09322, 5.17851], [2.53405, -0.89224, 5.50797], [1.90480, 0.39471, 5.72264], [3.95686, -0.99385, 5.09084], [2.77458, -1.40782, 7.06458], [1.52777, -1.60573, 3.55400], [2.53240, -2.03491, 2.58420], [0.79622, -0.34403, 3.40166], [0.32528, -2.65332, 3.28193], [-0.46911, 3.54852, 1.39420], [0.21993, 4.77532, 1.85553], [1.57993, 4.53929, 2.42925], [-0.59313, 5.88267, 2.37394], [0.53401, 5.36369, 0.39610], [-1.23563, 3.20654, 2.90979], [-2.61768, 3.74700, 3.01515], [-0.41954, 3.10686, 4.16226], [-1.52699, 1.63849, 2.66663]],
  "energy_ev": -221226.0008,
  "charge": 1,
  "de_lowest_kcal_mol": 223.6,
  "e_homo_ev": -8.666
}